No. 1
Formula: C6H4Br4O2
Source: the OMol25 dataset
Level of theory: ωB97M-V/def2-TZVPD

```
16
Properties=species:S:1:pos:R:3:forces:R:3
C 0.335 1.404 0.442 5.100 -0.244 0.901
C -0.988 1.378 0.240 -7.057 -2.294 -1.908
C -1.735 0.228 -0.257 -0.920 6.488 0.844
C -1.187 -0.975 -0.295 5.283 -4.158 1.184
C 1.268 0.261 0.165 -0.350 0.248 0.661
C 0.680 -1.083 0.567 -3.412 0.174 -1.611
O 1.660 0.164 -1.189 0.339 -0.080 -0.594
O 1.273 -2.166 0.059 0.336 -0.119 0.136
Br -1.977 2.952 0.616 0.490 -0.110 -0.039
Br -3.532 0.517 -0.896 0.544 -0.382 0.316
Br -1.790 -2.599 -0.899 -0.031 0.389 0.017
Br 0.291 -1.267 2.427 0.161 0.006 -0.042
H 0.799 2.316 0.783 0.007 0.053 -0.016
H 2.202 0.413 0.725 -0.174 -0.058 -0.073
H 0.910 0.356 -1.765 -0.080 -0.028 0.121
H 1.791 -1.899 -0.724 -0.237 0.114 0.103
```
Positions in Å, forces in eV/Å.

**LUMO energy (alpha / beta)**: 0.008 / -0.115 hartree
**Net charge**: 0
**HOMO level (alpha / beta)**: -6.15 / -9.38 eV
**Gap between HOMO and LUMO (alpha / beta)**: 6.375 / 6.260 eV
**M**: 427.71 g mol⁻¹
**Spin multiplicity**: 3
**Electronic energy**: -290546.095 eV
**Energy above the lowest of the compared OMol25 structures with the same formula, charge and spin**: 0.0 kJ/mol

No. 2
Formula: H18O9
Source: the OMol25 dataset
Level of theory: ωB97M-V/def2-TZVPD

```
27
Properties=species:S:1:pos:R:3:forces:R:3
O 0.303 0.503 0.024 0.669 2.196 -0.501
H 0.952 -0.139 -0.180 1.003 -1.142 -0.226
H -0.501 0.076 0.198 -1.850 -0.883 0.384
O 2.132 2.187 -1.711 1.736 0.756 -2.132
H 1.609 2.217 -2.519 0.034 0.064 0.104
H 1.556 1.879 -1.065 -1.765 -0.821 2.014
O -1.416 -1.291 -1.882 0.059 -1.304 -1.715
H -1.430 -1.387 -0.933 -0.484 -0.153 0.598
H -1.866 -2.081 -2.266 0.469 1.021 0.498
O 1.446 -2.007 -0.649 0.618 0.012 0.404
H 1.536 -1.747 -1.558 0.148 0.248 -0.893
H 0.633 -2.489 -0.645 -0.776 -0.561 0.124
O -1.952 -0.970 0.644 0.239 -0.331 0.058
H -2.837 -0.683 0.870 -0.225 0.136 0.197
H -1.752 -1.744 1.174 -0.183 -0.004 0.491
O -1.217 0.254 3.434 0.202 -1.966 0.686
H -1.340 1.025 2.923 0.017 1.629 -0.840
H -0.481 -0.193 2.989 -0.199 0.341 0.280
O 0.929 1.926 2.098 -0.675 0.237 -0.540
H 1.420 1.380 2.698 0.502 -0.308 0.382
H 0.731 1.358 1.309 0.407 0.559 0.653
O -2.551 1.241 -1.755 -1.419 0.807 0.260
H -2.096 0.418 -1.668 0.806 -0.948 -0.293
H -3.480 0.960 -1.679 0.423 0.438 -0.163
O 3.211 -0.084 0.366 -2.062 -2.165 1.297
H 3.750 0.309 -0.288 0.600 0.286 -1.425
H 2.716 -0.916 0.062 1.707 1.856 0.297
```
Positions in Å, forces in eV/Å.

**LUMO energy**: -0.023 hartree
**Net charge**: 0
**HOMO level**: -10.21 eV
**SMILES**: O.O.O.O.O.O.O.O.O
**Gap between HOMO and LUMO**: 9.598 eV
**M**: 162.14 g mol⁻¹
**Spin multiplicity**: 1
**Electronic energy**: -18719.438 eV
**Energy above the lowest of the compared OMol25 structures with the same formula, charge and spin**: 260.3 kJ/mol

No. 3
Formula: C3H6O3
Source: the OMol25 dataset
Level of theory: ωB97M-V/def2-TZVPD

```
12
Properties=species:S:1:pos:R:3:forces:R:3
C -1.616 0.238 -0.507 0.411 0.737 -2.265
C 0.745 -1.059 0.404 3.866 -1.018 -3.154
C 0.110 -0.159 -0.611 0.428 1.895 1.225
O -2.404 -0.669 -0.329 -0.361 -0.466 0.960
O 0.724 0.915 -1.075 -1.810 -2.139 -0.758
O -1.227 1.200 0.568 0.137 -0.189 -0.924
H -1.627 0.824 -1.508 -0.252 -0.063 1.670
H 1.099 -2.036 -0.176 -0.948 1.853 0.726
H 1.737 -0.795 0.915 -1.691 0.251 -0.387
H -0.031 -1.409 0.975 -1.680 -0.765 1.929
H 1.574 0.966 -0.708 2.393 0.440 0.831
H -1.269 0.807 1.442 -0.492 -0.537 0.148
```
Positions in Å, forces in eV/Å.

**LUMO energy**: -0.015 hartree
**Net charge**: 0
**HOMO level**: -8.52 eV
**Gap between HOMO and LUMO**: 8.097 eV
**M**: 90.08 g mol⁻¹
**Spin multiplicity**: 1
**Electronic energy**: -9346.815 eV
**Energy above the lowest of the compared OMol25 structures with the same formula, charge and spin**: 434.4 kJ/mol

No. 4
Formula: C8H13Cl3IN3O4RhSSi
Source: the OMol25 dataset
Level of theory: ωB97M-V/def2-TZVPD

```
35
Properties=species:S:1:pos:R:3:forces:R:3
Rh -0.067 1.327 0.240 0.054 0.378 0.027
N 2.312 -0.253 -1.761 0.001 0.002 0.032
C 2.714 0.634 -0.862 -0.057 0.002 -0.093
O 1.895 1.342 -0.192 0.028 0.023 0.063
C 4.117 0.833 -0.650 0.013 -0.014 0.016
I 3.560 -1.859 1.850 -0.005 -0.005 -0.029
H 1.326 -0.480 -1.895 0.011 -0.026 0.003
H 2.993 -0.796 -2.266 -0.001 -0.003 -0.001
H 4.427 1.564 0.079 -0.002 0.002 -0.001
H 4.850 0.267 -1.204 -0.001 -0.002 -0.001
Cl -1.847 4.589 0.199 0.030 0.028 0.016
Si -0.042 3.674 0.258 -0.021 -0.108 -0.007
Cl 0.906 4.072 2.009 0.002 -0.019 0.020
Cl 1.054 4.308 -1.326 0.010 -0.017 -0.024
N -0.498 -1.432 -1.654 -0.025 0.002 -0.024
C -0.235 -1.880 -0.372 0.013 -0.027 0.021
C -0.161 -3.249 -0.080 0.014 0.002 -0.009
C 0.170 -3.643 1.191 0.011 -0.001 -0.011
C 0.429 -2.675 2.166 0.018 0.020 0.024
C 0.337 -1.351 1.798 -0.015 0.007 0.021
N 0.020 -0.950 0.554 -0.037 -0.030 -0.053
H -0.815 -2.154 -2.284 0.003 -0.004 0.006
H -1.099 -0.610 -1.695 0.015 -0.004 0.007
H -0.382 -3.972 -0.853 0.000 -0.002 0.002
H 0.221 -4.695 1.439 -0.001 -0.001 -0.002
H 0.669 -2.942 3.184 -0.002 0.001 0.000
H 0.518 -0.565 2.523 -0.035 0.003 0.006
C -4.209 1.847 -0.127 0.068 0.035 -0.004
S -2.755 0.875 0.001 -0.062 -0.182 0.051
O -1.914 1.078 -1.212 0.004 -0.032 0.021
O -3.106 -0.483 0.272 -0.075 0.028 -0.017
O -1.915 1.511 1.106 0.046 -0.042 -0.046
H -4.889 1.318 -0.790 0.008 0.004 -0.018
H -3.950 2.826 -0.517 0.003 0.006 0.009
H -4.634 1.923 0.872 -0.014 -0.023 -0.004
```
Positions in Å, forces in eV/Å.

**LUMO energy (alpha / beta)**: -0.137 / -0.217 hartree
**Net charge**: +1
**HOMO level (alpha / beta)**: -12.20 / -12.43 eV
**Gap between HOMO and LUMO (alpha / beta)**: 8.460 / 6.536 eV
**M**: 611.53 g mol⁻¹
**Spin multiplicity**: 5
**Electronic energy**: -88553.048 eV
**Energy above the lowest of the compared OMol25 structures with the same formula, charge and spin**: 0.0 kJ/mol

No. 5
Formula: C32H42AlCl5Ge2OSi2
Source: the OMol25 dataset
Level of theory: ωB97M-V/def2-TZVPD

```
85
Properties=species:S:1:pos:R:3:forces:R:3
Al 0.451 1.128 0.024 0.623 0.418 0.191
C 0.442 3.255 2.998 0.024 -0.019 0.017
Si 0.653 1.459 2.455 -0.221 0.055 -0.016
C -0.446 0.408 3.584 -0.034 0.002 0.122
C 2.443 0.934 2.812 0.030 -0.016 -0.001
C 2.879 0.884 4.140 0.001 -0.018 0.025
C 4.161 0.469 4.470 -0.010 0.009 -0.002
C 5.037 0.088 3.464 -0.010 0.001 0.000
C 4.625 0.139 2.141 0.016 -0.015 -0.026
C 3.339 0.561 1.789 0.045 -0.007 0.010
Si 2.869 0.733 -0.039 -0.110 -0.016 -0.183
C 3.818 -0.519 -1.084 0.167 0.114 -0.031
C 3.481 2.439 -0.583 0.124 -0.027 0.056
H 0.681 3.363 4.061 -0.004 0.012 -0.031
H -0.583 3.601 2.843 0.037 -0.021 -0.003
H 1.104 3.916 2.433 -0.031 -0.021 0.013
H -0.101 0.494 4.620 -0.041 -0.019 -0.030
H -0.434 -0.655 3.323 0.013 0.094 -0.008
H -1.486 0.748 3.561 0.052 -0.031 -0.012
H 2.202 1.171 4.940 0.024 -0.008 -0.026
H 4.473 0.439 5.507 -0.006 -0.002 -0.016
H 6.039 -0.244 3.710 -0.012 0.005 -0.002
H 5.329 -0.157 1.368 -0.035 0.018 0.026
H 4.889 -0.420 -0.876 -0.043 -0.037 -0.035
H 3.682 -0.279 -2.143 -0.007 -0.035 0.035
H 3.546 -1.564 -0.932 -0.044 0.019 0.032
H 4.568 2.494 -0.457 -0.048 0.029 -0.008
H 3.036 3.234 0.021 -0.010 -0.035 -0.018
H 3.250 2.636 -1.631 -0.027 -0.002 -0.029
Cl -0.305 6.265 -5.367 0.002 0.003 -0.025
C -0.192 5.195 -4.026 -0.026 0.053 0.082
C 0.272 3.897 -4.199 0.013 -0.049 0.024
Cl 0.731 3.340 -5.759 -0.003 0.011 -0.012
C 0.365 3.039 -3.108 -0.028 0.004 0.050
Cl 0.904 1.414 -3.308 0.040 -0.026 0.019
C 0.002 3.446 -1.817 0.028 0.164 -0.119
O 0.078 2.677 -0.768 -0.169 -0.388 0.152
C -0.476 4.760 -1.668 0.029 -0.047 0.004
Cl -0.940 5.255 -0.087 -0.007 0.030 0.002
C -0.569 5.621 -2.750 0.006 0.016 -0.088
Cl -1.153 7.222 -2.524 -0.003 0.001 0.015
C -3.958 0.998 -2.452 -0.027 -0.019 0.015
C -2.449 0.957 -2.198 -0.079 -0.085 0.016
Ge -2.077 0.433 -0.334 -0.077 -0.029 -0.233
C -2.831 1.785 0.883 0.077 0.080 0.066
C -4.243 1.401 1.330 -0.006 -0.060 0.015
C -2.778 -1.347 -0.082 -0.265 0.088 0.075
C -1.872 -2.303 -0.298 0.175 -0.183 -0.117
Ge -0.061 -1.527 -0.524 -0.271 -0.023 -0.016
C 0.744 -1.833 -2.293 0.086 0.026 -0.021
C 1.356 -3.217 -2.520 0.005 -0.042 0.020
C 1.055 -1.929 1.047 -0.007 0.102 0.115
C 0.542 -3.024 1.983 -0.044 0.015 -0.001
C -2.161 -3.755 -0.375 0.080 -0.051 -0.003
C -3.461 -4.262 -0.293 -0.042 0.022 0.014
C -3.701 -5.622 -0.371 0.004 -0.023 -0.001
C -2.648 -6.515 -0.541 -0.040 0.009 -0.006
C -1.354 -6.030 -0.631 0.019 0.022 -0.003
C -1.120 -4.664 -0.548 -0.034 -0.060 0.041
H -4.180 1.238 -3.494 0.022 0.007 0.007
H -4.444 1.757 -1.834 0.010 -0.016 -0.018
H -4.430 0.037 -2.232 0.013 0.024 -0.006
H -2.008 1.932 -2.399 0.022 0.020 0.008
H -1.960 0.238 -2.860 -0.026 0.013 0.014
H -2.824 2.735 0.343 0.003 -0.020 0.002
H -2.174 1.912 1.744 -0.039 -0.013 -0.039
H -4.931 1.320 0.486 0.012 -0.009 0.016
H -4.652 2.146 2.016 0.009 0.017 -0.016
H -4.247 0.441 1.852 0.000 0.028 -0.005
H -3.832 -1.564 0.091 0.060 -0.011 0.012
H 1.519 -1.074 -2.394 -0.038 -0.015 0.009
H -0.017 -1.619 -3.047 -0.002 0.014 0.008
H 2.014 -3.513 -1.697 -0.018 0.010 -0.024
H 1.961 -3.220 -3.429 -0.005 0.011 0.005
H 0.595 -3.989 -2.633 0.018 0.030 -0.008
H 1.131 -0.996 1.614 -0.005 -0.093 -0.061
H 2.072 -2.129 0.705 -0.002 -0.052 -0.034
H -0.519 -2.896 2.209 0.013 -0.002 0.005
H 1.089 -2.989 2.927 0.004 -0.003 -0.001
H 0.666 -4.023 1.566 0.001 -0.008 -0.035
H -4.300 -3.588 -0.167 0.038 -0.010 -0.010
H -4.717 -5.991 -0.302 0.019 0.003 -0.003
H -2.840 -7.578 -0.605 0.005 0.018 0.004
H -0.523 -6.711 -0.765 -0.021 0.014 0.004
H -0.100 -4.308 -0.612 0.009 0.033 0.034
```
Positions in Å, forces in eV/Å.

**LUMO energy**: -0.016 hartree
**Net charge**: 0
**HOMO level**: -7.40 eV
**Gap between HOMO and LUMO**: 6.955 eV
**M**: 848.33 g mol⁻¹
**Spin multiplicity**: 1
**Electronic energy**: -233911.507 eV
**Energy above the lowest of the compared OMol25 structures with the same formula, charge and spin**: 0.0 kJ/mol